Formula: C5H14ClOSnTl
Source: the Open Molecules 2025 dataset
Level of theory: wB97M-V/def2-TZVPD

Computed properties:
Frontier orbital gap (alpha / beta) in eV: 3.3609 / 3.3614
Net charge: -2
Highest occupied orbital energy (alpha / beta) in eV: 2.0679 / 2.0672

Geometry (Å):
1 Tl 0.44 -0.66 -1.98
2 Cl 1.52 1.24 0.12
3 C -0.89 0.10 -3.84
4 C 2.50 -0.67 -3.20
5 H -0.55 -0.56 -4.66
6 H -1.96 -0.12 -3.58
7 H -0.75 1.16 -4.12
8 H 2.24 -1.22 -4.12
9 H 3.24 -1.25 -2.60
10 H 2.89 0.33 -3.45
11 Sn -0.15 0.21 1.45
12 C -1.86 1.46 1.01
13 C -0.22 -1.81 0.87
14 H -2.29 1.00 0.11
15 H -2.47 1.30 1.91
16 H -1.52 2.51 0.89
17 H 0.55 -2.41 1.41
18 H -1.23 -2.26 1.04
19 C 0.09 0.30 4.61
20 O 0.35 0.78 3.31
21 H 0.94 -0.30 4.97
22 H -0.83 -0.32 4.65
23 H -0.02 1.20 5.22

***

Formula: C26H27Br3HfN6O7P2S
Source: the Open Molecules 2025 dataset
Level of theory: wB97M-V/def2-TZVPD

Computed properties:
Frontier orbital gap in eV: 7.2081
Net charge: +2
Highest occupied orbital energy in eV: -12.7809

Geometry (Å):
1 Hf 0.44 0.36 -0.03
2 C -3.57 -2.84 -1.64
3 N -3.15 -2.51 -0.29
4 C -3.31 -3.33 0.82
5 C -2.81 -2.68 1.88
6 N -2.33 -1.46 1.41
7 C -2.53 -1.37 0.06
8 S -2.14 -0.11 -1.00
9 C -1.91 -0.42 2.28
10 C -2.57 -0.27 3.50
11 C -2.13 0.72 4.36
12 C -1.07 1.53 3.99
13 C -0.49 1.33 2.75
14 N -0.90 0.36 1.91
15 H -3.77 -3.91 -1.69
16 H -2.76 -2.59 -2.33
17 H -4.46 -2.29 -1.90
18 H -3.77 -4.30 0.73
19 H -2.72 -2.97 2.91
20 H -3.41 -0.89 3.74
21 H -2.63 0.86 5.31
22 H -0.70 2.32 4.63
23 H 0.32 1.95 2.41
24 N 2.34 -2.93 -3.30
25 C 1.18 -2.14 -2.70
26 C 0.00 -2.15 -3.67
27 P 1.84 -0.42 -2.58
28 O 2.61 -0.47 -1.14
29 O 2.70 -0.18 -3.73
30 O 0.65 0.46 -2.14
31 P 0.87 -2.90 -1.04
32 O -0.36 -3.90 -1.26
33 O 2.10 -3.58 -0.63
34 O 0.27 -1.74 -0.23
35 H 2.90 -2.29 -3.89
36 H 2.00 -3.71 -3.87
37 H 2.91 -3.30 -2.52
38 H 0.28 -1.71 -4.63
39 H -0.81 -1.57 -3.24
40 H -0.35 -3.17 -3.83
41 H 3.49 -0.06 -1.12
42 H -0.10 -4.81 -1.07
43 C -3.05 2.61 0.53
44 C -1.90 3.18 -0.25
45 C -2.17 4.35 -0.99
46 C -1.19 5.01 -1.66
47 C 0.14 4.54 -1.55
48 C 1.28 5.15 -2.15
49 Br 1.07 6.67 -3.24
50 C 2.53 4.64 -1.95
51 C 2.71 3.51 -1.12
52 Br 4.43 2.80 -0.87
53 C 1.64 2.92 -0.51
54 O 1.75 1.84 0.29
55 C 0.33 3.40 -0.76
56 N -0.68 2.66 -0.19
57 H -3.46 3.40 1.15
58 H -2.75 1.78 1.17
59 H -3.84 2.27 -0.13
60 H -3.19 4.72 -1.01
61 H -1.40 5.89 -2.26
62 H 3.40 5.09 -2.41
63 Br 4.81 -2.51 4.70
64 C 3.63 -1.69 3.51
65 C 4.01 -0.56 2.80
66 C 3.11 0.01 1.92
67 N 1.88 -0.49 1.72
68 C 1.53 -1.59 2.41
69 C 2.36 -2.22 3.31
70 H 4.98 -0.12 2.93
71 H 3.36 0.90 1.37
72 H 0.54 -1.99 2.21
73 H 2.02 -3.10 3.83

***

Number 1: total energy -1120.91147 hartree. Number 2: total energy -10713.20390 hartree.